(1)
Computed, not measured: 8 unconnected molecules or ions with the total composition C28H78N6O8 at a distorted geometry, with wB97M-V/def2-TZVPD.

As for the SMILES: COC[C@H](C)N.COC[C@H](C)N.COC[C@H](C)N.COC[C@H](C)N.COC[C@H](C)N.COC[C@H](C)N.CCO.CCO. The calculation puts the HOMO energy at -0.3334 hartree. For the largest force on an atom, the calculation gives 2.48 eV/A.

Structure (XYZ):
```
120
Properties=species:S:1:pos:R:3:forces:R:3:lowdin_charge:R:1
O -16.841819 -13.555517 9.176562 -0.92 2.16 0.53 -0.2013
O -17.661514 -14.993294 -5.940262 -0.11 -0.70 -0.85 -0.1827
O -13.454077 -3.059034 -0.261716 1.61 -0.46 -0.07 -0.1860
O -18.773883 -10.471535 -1.867069 0.78 0.36 1.08 -0.1985
O -24.624894 -11.664096 2.095728 0.00 -0.10 0.72 -0.0720
O -13.052632 -17.477814 5.637963 -0.13 -0.73 1.03 -0.1686
O -24.218384 -16.277463 -5.503390 -0.93 -0.46 -0.73 -0.0939
O -13.718077 -6.924086 7.251210 1.56 -0.62 1.83 -0.1920
N -19.749993 -13.347644 8.468206 0.02 -1.79 0.97 0.0273
N -14.383698 -17.876675 3.197351 -0.52 -0.76 -0.16 0.0368
N -12.274478 -6.528333 0.412346 -0.08 -0.55 -0.32 0.0288
N -15.794689 -6.977492 4.339406 -0.41 0.01 -1.81 0.0332
N -19.747227 -10.916349 1.794028 -0.04 1.24 0.44 0.0348
N -15.235853 -14.713481 -7.646928 -0.21 0.16 -0.62 0.0344
C -18.805317 -12.298782 8.224318 -0.32 -0.49 -1.48 -0.4783
C -26.653192 -11.991254 0.911236 -0.43 -0.29 0.81 -0.0925
C -15.204510 -7.548822 5.491252 0.26 -2.15 -0.23 -0.4592
C -23.068655 -16.245092 -4.702543 -0.04 1.01 -0.32 -0.3240
C -16.786522 -13.892172 -5.876066 1.26 0.02 0.98 -0.1905
C -15.280123 -14.166515 -6.307727 -1.39 -0.24 0.20 -0.4484
C -15.049266 -17.346625 4.362925 0.05 1.70 -0.82 -0.4620
C -14.469691 -12.895609 -6.217669 -0.03 0.12 0.16 -0.0672
C -17.528334 -9.708198 -1.698681 -0.98 -2.26 -0.01 -0.0715
C -19.633727 -11.068383 8.045040 0.01 1.05 0.74 -0.0764
C -18.418910 -12.454491 0.536680 0.16 0.26 -1.63 -0.0531
C -12.305995 -5.080786 0.436363 0.68 1.52 -0.45 -0.4263
C -16.586392 -17.525610 4.260891 1.22 0.04 1.17 -0.0477
C -12.403348 -18.048687 6.781643 0.02 0.03 -0.58 -0.0942
C -18.866998 -10.997591 0.655825 1.14 -1.31 -1.26 -0.4771
C -25.194762 -11.659462 0.813026 0.45 0.01 -1.13 -0.3586
C -16.016321 -13.671993 10.368127 -1.31 -0.29 -1.31 -0.0899
C -17.661116 -12.325188 9.235503 0.63 0.17 0.03 -0.1735
C -22.938384 -14.757919 -4.301677 1.12 -0.86 0.64 -0.0747
C -14.607376 -2.426951 -0.700056 -1.24 -0.81 -0.13 -0.1259
C -14.524893 -6.492286 8.340151 -0.58 0.27 -1.40 -0.0879
C -19.534597 -10.478044 -0.646802 -0.09 0.06 0.12 -0.1979
C -14.614934 -8.979632 5.139480 -0.84 0.34 1.51 -0.0282
C -14.420370 -17.808579 5.672328 -1.47 0.09 -0.59 -0.2518
C -14.149584 -6.638639 5.958846 1.08 1.37 1.75 -0.2567
C -10.959514 -4.542098 -0.085147 0.24 1.26 0.43 -0.0740
C -13.500402 -4.475681 -0.351318 0.31 -0.58 0.15 -0.2031
C -17.329700 -16.015723 -5.035390 0.99 -0.10 1.11 -0.1185
H -13.245011 -6.596373 5.352176 0.00 -0.66 -0.41 0.1379
H -17.062844 -9.679842 -2.683879 -0.41 0.94 -0.03 0.0866
H -27.234193 -12.076098 -0.007100 0.39 0.45 -0.21 0.0753
H -11.323743 -17.938211 6.679941 -0.12 0.27 -0.06 0.0866
H -15.427477 -9.706171 5.139856 -0.21 0.11 -0.93 0.0673
H -17.985709 -10.393129 0.870406 0.33 0.12 -0.26 0.1208
H -23.174768 -17.019035 -3.942386 0.18 0.49 0.76 0.1063
H -15.499791 -13.979943 -8.289089 0.09 0.28 -0.39 0.0666
H -17.703814 -17.011474 -5.273341 -0.34 0.38 -0.52 0.0921
H -15.873626 -5.982168 4.491707 -0.23 0.24 -0.22 0.0701
H -16.793911 -13.565455 -4.836210 0.21 0.34 0.32 0.1157
H -18.200680 -12.950986 1.482174 -0.01 0.15 -0.05 0.0770
H -16.705078 -13.688529 11.212775 0.24 -0.40 0.34 0.0805
H -11.727871 -6.704184 -0.418559 -0.58 -0.42 -1.05 0.0625
H -10.785053 -3.585402 0.407198 -0.06 0.40 -0.44 0.0724
H -14.900804 -5.496144 8.106735 -0.24 0.28 0.00 0.0809
H -16.920888 -16.835960 5.035876 -0.79 -0.34 0.09 0.0717
H -17.557311 -12.492235 -0.129898 0.38 -0.12 0.25 0.0703
H -16.028957 -15.337597 -7.686647 -0.07 -0.56 -0.25 0.0637
H -14.584497 -12.359377 -5.275661 -0.02 -0.25 0.21 0.0756
H -15.525118 -14.620948 10.152929 0.28 0.15 0.74 0.0884
H -17.211883 -13.073212 -6.456135 -0.01 -0.18 -0.31 0.1279
H -17.603294 -15.794211 -4.003801 -0.77 0.32 0.12 0.0855
H -19.242679 -11.406187 2.519006 -0.27 -0.64 0.31 0.0636
H -13.962236 -9.021929 4.267537 -0.37 0.22 -0.23 0.0764
H -18.511314 -12.519243 7.198128 1.18 -0.02 0.04 0.1329
H -15.326364 -12.843610 10.528858 0.17 0.04 -0.38 0.0817
H -14.516030 -1.370197 -0.951110 0.55 -0.06 0.47 0.0908
H -14.446557 -4.887323 0.000024 -0.19 0.14 0.70 0.1169
H -14.857487 -15.000489 -5.747390 0.03 0.48 0.79 0.1162
H -13.996126 -6.380330 9.286709 0.34 -0.59 -0.29 0.0879
H -25.060880 -10.677088 0.360108 -0.11 0.26 -0.12 0.1054
H -14.988985 -2.910370 -1.599373 -0.10 -0.08 -0.29 0.0834
H -24.643607 -12.348023 0.172542 -0.10 -0.30 -0.17 0.1068
H -20.583665 -11.319087 7.572958 0.32 -0.17 -0.54 0.0834
H -14.828558 -16.279205 4.362436 -0.24 0.34 -0.13 0.1326
H -13.498321 -4.851177 -1.374599 0.42 0.34 -0.58 0.1215
H -16.032679 -7.663404 6.190611 0.39 -0.12 0.64 0.1342
H -14.839382 -12.204085 -6.974767 0.17 0.07 -0.24 0.0772
H -24.260468 -17.158608 -5.882101 -0.31 -0.03 -0.17 0.0794
H -16.805559 -18.563813 4.510279 -0.40 -0.01 0.14 0.0709
H -10.878089 -4.397213 -1.162400 -0.32 -0.05 -0.09 0.0809
H -16.837865 -10.356156 -1.158776 0.13 0.17 0.51 0.0689
H -14.377155 -18.861884 3.419679 0.59 -0.52 -0.79 0.0699
H -15.085512 -7.107227 3.632062 -0.19 0.33 -0.78 0.0683
H -22.222024 -16.554398 -5.315448 0.43 0.22 0.02 0.1016
H -12.609768 -19.118144 6.823276 -0.09 -0.15 0.07 0.0825
H -17.734607 -8.812888 -1.112196 0.30 0.37 -0.55 0.0900
H -15.382632 -7.162645 8.395008 -0.11 0.00 0.58 0.0798
H -18.093688 -12.160471 10.222341 -0.38 -0.76 0.45 0.1164
H -19.491348 -9.980710 2.075484 -1.17 0.75 0.64 0.0725
H -17.033147 -11.434694 9.207828 0.51 0.04 -0.79 0.1179
H -13.408633 -13.091209 -6.372566 -0.07 0.06 -0.13 0.0808
H -16.253217 -16.112394 -4.894169 0.26 -0.19 -0.54 0.0715
H -14.676721 -18.858025 5.817372 0.79 -0.75 -0.19 0.1203
H -21.936092 -14.603746 -3.901980 0.16 0.07 0.07 0.0623
H -13.438486 -17.542680 3.074330 0.08 -0.12 0.35 0.0699
H -23.006947 -14.121147 -5.183676 -0.26 -0.20 0.00 0.0755
H -14.044812 -9.414748 5.960290 0.41 0.63 0.28 0.0697
H -19.218702 -13.979342 9.050253 -0.45 -0.95 0.02 0.0626
H -27.072392 -11.230588 1.569838 -0.42 -0.01 -0.12 0.0758
H -20.435581 -11.070652 -0.805380 0.10 -0.19 -0.25 0.1219
H -12.753018 -17.585523 7.704305 0.01 0.10 0.09 0.0852
H -19.094124 -10.320389 7.464146 -0.28 0.31 0.25 0.0792
H -12.404079 -4.631086 1.424408 -0.16 -0.65 0.41 0.1323
H -19.889005 -9.459731 -0.486999 -0.01 0.33 0.28 0.1143
H -19.977580 -10.712235 9.016132 0.33 0.57 0.22 0.0798
H -23.670021 -11.696864 2.002252 0.07 0.06 0.06 0.0813
H -20.558635 -13.080023 9.010967 -0.01 0.37 0.16 0.0694
H -14.418596 -5.582771 5.988665 -0.88 0.33 -0.33 0.1175
H -10.065863 -5.087442 0.218315 -0.30 -0.67 0.16 0.0714
H -14.997801 -17.373973 6.488286 0.37 0.71 0.44 0.1233
H -23.608808 -14.416491 -3.512971 -0.33 -0.24 -0.27 0.0680
H -17.078854 -17.281036 3.319741 0.60 0.11 -0.06 0.0748
H -15.340493 -2.608524 0.085863 -0.58 0.53 -0.05 0.0885
H -19.151976 -13.009635 -0.048587 -0.36 -0.24 0.43 0.0810
H -11.531721 -6.855389 1.013547 -0.22 0.14 1.17 0.0669
H -26.802036 -12.948674 1.410522 0.19 -0.07 0.15 0.0737
```
Positions in Å, forces in eV/Å.

=====

(2)
Computed, not measured: C10H13N5S2 in the gas phase at a distorted geometry, with wB97M-V/def2-TZVPD.

As for the SMILES: CCSc1nnc(N(CCC#N)CCC#N)s1. The calculation puts the HOMO energy at -0.2985 hartree. For the largest force on an atom, the calculation gives 1.69 eV/A.

Structure (XYZ):
```
30
Properties=species:S:1:pos:R:3:forces:R:3:lowdin_charge:R:1
S -0.185384 0.633213 -1.064203 -0.09 -0.78 0.46 1.0336
S -2.152777 -1.060640 -2.630639 -0.35 -0.13 -0.50 0.8889
N 3.817046 4.258188 -0.334146 0.19 0.62 -0.01 0.1568
N 1.438837 0.384360 1.136887 0.32 0.34 0.36 -0.1445
N -1.730336 -0.031534 2.794870 -0.62 -0.02 -0.17 0.1730
N 0.142363 -1.427281 0.445382 1.16 0.31 1.19 0.0083
N -0.744990 -1.803283 -0.467221 -0.97 -0.49 -0.93 -0.0495
C 0.542369 -0.206195 0.316567 -0.51 0.02 -1.02 -0.6088
C -2.797257 -2.732865 -2.274447 0.16 0.34 0.10 -0.5163
C 0.743423 0.196040 3.509721 0.68 -0.02 0.05 -0.1431
C 1.710038 -0.262659 2.399178 0.02 -0.16 0.21 -0.1536
C 2.914241 1.844453 -0.178066 -0.22 -0.49 0.15 -0.1600
C -0.634857 0.047391 3.108760 -0.15 0.05 0.11 -0.2416
C 1.840496 1.752117 0.924308 0.07 -0.04 -0.17 -0.1863
C -1.041965 -0.894470 -1.320943 0.26 0.47 0.04 -0.9596
C -3.736307 -2.736334 -1.086151 0.02 -0.01 0.00 -0.1649
C 3.419905 3.188304 -0.280499 0.10 0.10 -0.11 -0.2417
H 0.913643 -0.398525 4.410189 0.04 0.11 0.01 0.1254
H 3.745249 1.172588 0.055241 -0.12 0.00 -0.05 0.1323
H 1.600303 -1.337078 2.239518 0.12 0.14 0.10 0.1193
H -3.305581 -3.027250 -3.192329 0.09 0.00 -0.03 0.0680
H -4.564907 -2.050508 -1.248035 -0.07 0.01 0.01 0.0690
H 2.248937 2.145796 1.857902 -0.10 0.00 -0.09 0.1317
H 2.737814 -0.041852 2.699534 -0.09 -0.07 0.01 0.1298
H -4.134140 -3.738344 -0.941091 -0.07 -0.11 0.06 0.0722
H 0.976566 2.364797 0.638561 0.10 0.05 0.14 0.1153
H 0.908588 1.250807 3.751293 0.03 -0.11 0.06 0.1197
H -3.202664 -2.441853 -0.185936 -0.04 -0.01 0.05 0.0589
H 2.487969 1.551437 -1.140818 0.10 -0.07 0.07 0.0997
H -1.932410 -3.371226 -2.103677 -0.06 -0.07 -0.09 0.0681
```
Positions in Å, forces in eV/Å.